Entry 1:
{
  "formula": "C24H56N13O23",
  "method": "ωB97M-V with the def2-TZVPD basis set",
  "symbols": ["C", "C", "C", "C", "C", "C", "N", "O", "C", "C", "C", "H", "H", "H", "H", "H", "H", "H", "H", "H", "H", "H", "H", "H", "H", "H", "H", "H", "H", "N", "C", "C", "C", "C", "H", "H", "H", "H", "H", "C", "N", "O", "O", "H", "H", "H", "C", "N", "O", "O", "H", "H", "H", "C", "N", "O", "O", "H", "H", "H", "C", "N", "O", "O", "H", "H", "H", "C", "N", "O", "O", "H", "H", "H", "C", "N", "O", "O", "H", "H", "H", "C", "N", "O", "O", "H", "H", "H", "C", "N", "O", "O", "H", "H", "H", "C", "N", "O", "O", "H", "H", "H", "C", "N", "O", "O", "H", "H", "H", "C", "N", "O", "O", "H", "H", "H"],
  "positions_angstrom": [[-0.07, 2.06, 1.93], [-0.89, 1.04, 1.10], [-1.46, 1.65, -0.08], [-0.62, 1.86, -1.41], [-0.17, 0.50, -1.77], [0.75, -0.19, -0.72], [0.03, -0.06, 0.57], [0.40, -0.83, 1.49], [2.12, 0.44, -0.65], [1.03, -1.66, -1.07], [-2.04, 0.41, 1.99], [0.73, 2.32, 1.33], [0.19, 1.60, 2.87], [-0.66, 2.89, 2.28], [-2.09, 2.48, -0.10], [-2.25, 1.10, -0.27], [0.30, 2.49, -1.36], [-1.26, 2.05, -2.24], [0.25, 0.42, -2.78], [-1.03, -0.02, -1.93], [2.79, 0.37, -1.64], [2.73, 0.04, 0.14], [2.22, 1.36, -0.49], [1.37, -1.80, -2.07], [0.00, -2.17, -1.23], [1.58, -2.27, -0.39], [-2.82, 1.20, 2.16], [-1.63, 0.13, 2.79], [-2.61, -0.25, 1.29], [-1.71, -1.41, 7.06], [-0.96, -0.64, 7.91], [-0.81, 0.69, 7.20], [-1.47, 0.73, 5.99], [-2.01, -0.77, 5.77], [-2.11, -2.37, 7.11], [-0.63, -1.09, 8.91], [0.01, 1.43, 7.49], [-1.65, 1.56, 5.38], [-2.53, -1.23, 4.82], [5.42, 1.31, 2.50], [4.41, 2.28, 1.95], [4.77, 3.39, 1.59], [3.18, 2.13, 2.23], [5.19, 0.34, 2.15], [5.44, 1.27, 3.63], [6.38, 1.77, 2.14], [2.49, -5.37, 0.25], [1.90, -4.87, 1.47], [1.10, -3.95, 1.31], [2.29, -5.33, 2.50], [3.65, -5.33, 0.49], [2.42, -4.89, -0.76], [2.26, -6.34, 0.23], [-2.12, 3.54, -5.91], [-0.82, 2.84, -5.65], [-0.37, 2.14, -6.54], [-0.11, 3.10, -4.66], [-2.24, 4.24, -5.17], [-3.05, 2.63, -5.75], [-2.04, 4.06, -6.80], [-1.80, -4.53, 0.24], [-3.10, -5.04, -0.09], [-3.20, -5.80, -1.12], [-4.04, -4.70, 0.53], [-1.78, -3.53, 0.79], [-1.57, -4.04, -0.77], [-1.16, -5.35, 0.62], [3.16, 2.34, -5.66], [3.06, 1.39, -4.43], [2.80, 0.19, -4.57], [3.45, 1.87, -3.41], [3.11, 1.86, -6.45], [4.02, 2.95, -5.57], [2.23, 2.88, -5.59], [1.82, -0.40, 5.27], [2.85, -1.07, 4.45], [3.91, -0.42, 4.33], [2.72, -2.20, 4.06], [1.56, 0.40, 4.48], [2.31, -0.09, 6.26], [0.94, -1.10, 5.32], [-5.97, 1.01, 3.07], [-5.64, 0.66, 4.51], [-4.80, 1.30, 4.89], [-6.45, -0.03, 5.19], [-7.02, 1.45, 3.19], [-6.32, 0.01, 2.50], [-5.25, 1.53, 2.57], [-0.13, -1.42, -5.59], [-1.46, -1.27, -4.91], [-1.79, -2.01, -3.95], [-2.21, -0.30, -5.32], [-0.30, -1.89, -6.63], [0.49, -2.05, -4.99], [0.31, -0.42, -5.80], [0.27, 6.82, -1.00], [-0.64, 6.25, 0.03], [-1.44, 6.95, 0.60], [-0.52, 5.02, 0.24], [0.92, 7.72, -0.53], [-0.42, 7.15, -1.81], [1.04, 6.19, -1.18], [-4.67, -2.17, -2.34], [-3.75, -1.27, -1.42], [-2.89, -1.90, -0.73], [-3.77, -0.16, -1.74], [-4.00, -2.43, -3.02], [-5.33, -1.54, -2.85], [-4.88, -2.86, -1.55], [4.70, -2.36, -3.25], [4.44, -3.14, -2.04], [4.79, -4.28, -2.02], [3.84, -2.61, -1.06], [5.03, -3.14, -3.76], [5.53, -1.65, -2.99], [3.78, -1.81, -3.59]],
  "total_energy_ha": -3388.59735,
  "relative_energy_ev": 0.000,
  "charge": 1,
  "e_homo_ev": -9.51
}

=====

Entry 2:
{
  "formula": "C24H56N8O8",
  "method": "ωB97M-V with the def2-TZVPD basis set",
  "symbols": ["C", "C", "O", "N", "C", "H", "H", "H", "H", "H", "H", "H", "C", "C", "O", "N", "C", "H", "H", "H", "H", "H", "H", "H", "C", "C", "O", "N", "C", "H", "H", "H", "H", "H", "H", "H", "C", "C", "O", "N", "C", "H", "H", "H", "H", "H", "H", "H", "C", "C", "O", "N", "C", "H", "H", "H", "H", "H", "H", "H", "C", "C", "O", "N", "C", "H", "H", "H", "H", "H", "H", "H", "C", "C", "O", "N", "C", "H", "H", "H", "H", "H", "H", "H", "C", "C", "O", "N", "C", "H", "H", "H", "H", "H", "H", "H"],
  "positions_angstrom": [[0.77, -5.80, 0.49], [1.96, -4.88, 0.68], [1.86, -3.81, 1.31], [3.12, -5.13, 0.09], [3.56, -6.32, -0.57], [0.58, -6.28, 1.45], [0.89, -6.63, -0.20], [-0.09, -5.20, 0.20], [3.87, -4.46, 0.14], [2.78, -6.88, -1.09], [3.95, -7.04, 0.15], [4.32, -6.14, -1.32], [-3.49, -1.04, 1.70], [-2.71, -1.96, 2.61], [-2.54, -1.57, 3.77], [-2.18, -3.08, 2.06], [-1.52, -4.15, 2.85], [-4.56, -1.06, 1.95], [-3.41, -1.31, 0.65], [-3.17, -0.01, 1.86], [-2.29, -3.33, 1.09], [-1.82, -5.14, 2.51], [-1.66, -4.19, 3.93], [-0.46, -4.17, 2.62], [1.46, -2.20, -1.52], [1.15, -0.83, -0.89], [1.70, 0.22, -1.27], [0.32, -0.89, 0.12], [-0.25, 0.24, 0.82], [1.03, -3.05, -1.00], [2.49, -2.47, -1.72], [1.03, -2.15, -2.52], [-0.16, -1.76, 0.32], [-1.13, 0.69, 0.37], [0.41, 1.10, 0.87], [-0.54, -0.12, 1.81], [-0.50, 1.57, 4.37], [0.57, 2.51, 3.94], [1.60, 2.09, 3.44], [0.28, 3.84, 4.18], [1.25, 4.86, 3.82], [-1.50, 1.94, 4.17], [-0.38, 1.49, 5.45], [-0.38, 0.62, 3.85], [-0.40, 3.99, 4.91], [0.71, 5.77, 3.56], [2.02, 4.66, 3.08], [1.85, 5.13, 4.69], [-1.42, 4.60, 0.96], [-2.79, 3.98, 1.13], [-3.04, 2.80, 0.77], [-3.64, 4.72, 1.80], [-5.05, 4.39, 2.24], [-1.18, 5.27, 1.77], [-1.44, 5.18, 0.03], [-0.60, 3.91, 0.76], [-3.37, 5.68, 1.97], [-5.50, 5.23, 2.77], [-5.08, 3.55, 2.93], [-5.68, 4.14, 1.39], [2.47, 4.60, -2.32], [0.95, 4.36, -2.45], [0.14, 5.29, -2.79], [0.55, 3.08, -2.31], [-0.78, 2.53, -2.35], [2.66, 5.42, -1.63], [2.83, 4.85, -3.32], [2.94, 3.69, -1.94], [1.22, 2.44, -1.92], [-1.29, 2.54, -3.32], [-1.32, 3.08, -1.59], [-0.75, 1.53, -1.91], [2.98, 0.82, -4.24], [4.32, 0.55, -3.61], [5.34, 0.57, -4.32], [4.43, 0.32, -2.28], [5.69, 0.18, -1.60], [2.93, 1.89, -4.41], [2.18, 0.50, -3.57], [2.97, 0.25, -5.17], [3.53, 0.19, -1.84], [6.58, 0.15, -2.23], [5.67, -0.73, -0.99], [5.84, 1.01, -0.92], [-2.83, -4.48, -2.36], [-2.49, -3.01, -2.05], [-1.93, -2.76, -0.96], [-2.96, -2.05, -2.87], [-2.80, -0.63, -2.58], [-2.29, -4.88, -3.22], [-3.87, -4.51, -2.67], [-2.75, -5.08, -1.46], [-3.56, -2.37, -3.61], [-2.07, -0.31, -1.83], [-3.70, -0.12, -2.22], [-2.47, -0.08, -3.46]],
  "total_energy_ha": -1988.13475,
  "smiles": "CNC(C)=O.CNC(C)=O.CNC(C)=O.CNC(C)=O.CNC(C)=O.CNC(C)=O.CNC(C)=O.CNC(C)=O",
  "relative_energy_ev": 2.030,
  "e_homo_ev": -8.68
}

=====

Entry 3:
{
  "formula": "C24H57Cl9N6O6",
  "method": "ωB97M-V with the def2-TZVPD basis set",
  "symbols": ["C", "Cl", "Cl", "Cl", "H", "C", "Cl", "Cl", "Cl", "H", "C", "Cl", "Cl", "Cl", "H", "C", "C", "C", "O", "C", "N", "H", "H", "H", "H", "H", "H", "H", "H", "H", "H", "H", "C", "C", "C", "O", "C", "N", "H", "H", "H", "H", "H", "H", "H", "H", "H", "H", "H", "C", "C", "C", "O", "C", "N", "H", "H", "H", "H", "H", "H", "H", "H", "H", "H", "H", "C", "O", "N", "C", "C", "H", "H", "H", "H", "H", "H", "H", "C", "O", "N", "C", "C", "H", "H", "H", "H", "H", "H", "H", "C", "O", "N", "C", "C", "H", "H", "H", "H", "H", "H", "H"],
  "positions_angstrom": [[1.64, -0.39, 4.67], [3.15, 0.08, 5.54], [0.27, 0.70, 4.93], [1.15, -1.99, 5.16], [1.77, -0.35, 3.59], [-1.96, -3.97, -1.86], [-1.39, -3.75, -3.52], [-2.99, -2.64, -1.53], [-0.64, -4.03, -0.59], [-2.52, -4.90, -1.77], [0.43, 4.53, -3.22], [1.82, 5.27, -4.13], [1.01, 4.56, -1.55], [0.16, 2.91, -3.83], [-0.48, 5.12, -3.28], [0.89, 1.38, 1.28], [-0.18, 0.25, 1.09], [-0.81, 0.21, -0.33], [0.22, -0.13, -1.30], [-0.22, -0.35, -2.63], [0.50, -1.05, 1.39], [1.79, 1.15, 0.71], [1.23, 1.43, 2.32], [0.55, 2.38, 1.01], [-1.00, 0.36, 1.81], [-1.29, 1.15, -0.58], [-1.66, -0.46, -0.45], [-0.81, 0.50, -2.95], [-0.73, -1.31, -2.58], [0.62, -0.61, -3.29], [-0.02, -1.86, 1.08], [1.31, -1.22, 0.81], [6.31, -3.29, 2.16], [5.07, -2.42, 1.75], [4.42, -2.85, 0.40], [3.40, -1.87, 0.06], [3.77, -0.59, -0.35], [4.11, -2.53, 2.80], [6.06, -4.18, 2.73], [7.03, -2.77, 2.79], [6.90, -3.50, 1.26], [5.37, -1.37, 1.73], [3.88, -3.78, 0.53], [5.12, -2.99, -0.43], [4.18, 0.04, 0.44], [3.00, -0.04, -0.89], [4.52, -0.69, -1.14], [3.37, -1.88, 2.60], [3.62, -3.40, 2.64], [-1.68, -0.15, -10.52], [-2.27, -1.48, -9.96], [-2.58, -1.44, -8.42], [-1.34, -1.26, -7.62], [-1.62, -0.77, -6.30], [-3.42, -1.93, -10.75], [-2.54, 0.49, -10.70], [-1.26, -0.18, -11.53], [-0.96, 0.35, -9.88], [-1.43, -2.15, -10.13], [-3.08, -2.34, -8.06], [-3.38, -0.70, -8.38], [-0.84, -0.83, -5.53], [-2.49, -1.28, -5.90], [-2.00, 0.24, -6.41], [-4.15, -1.26, -10.53], [-3.29, -1.93, -11.75], [-4.23, 2.35, 4.74], [-4.68, 2.45, 5.88], [-3.08, 2.94, 4.35], [-2.46, 2.46, 3.13], [-2.15, 3.47, 5.35], [-4.76, 1.77, 3.97], [-1.85, 1.62, 3.44], [-1.85, 3.28, 2.75], [-3.06, 2.22, 2.25], [-1.68, 4.33, 4.86], [-2.52, 3.81, 6.31], [-1.40, 2.72, 5.62], [1.61, 5.97, 3.62], [0.49, 5.68, 3.28], [2.39, 5.09, 4.29], [3.85, 5.33, 4.56], [1.99, 3.65, 4.52], [2.07, 6.96, 3.46], [4.11, 5.01, 5.57], [4.22, 6.33, 4.33], [4.40, 4.77, 3.81], [2.54, 2.93, 3.92], [2.16, 3.48, 5.58], [0.91, 3.47, 4.43], [-3.02, -1.83, 2.88], [-3.82, -0.94, 2.87], [-3.35, -3.16, 2.90], [-2.33, -4.19, 2.70], [-4.73, -3.65, 2.80], [-1.97, -1.65, 2.61], [-2.64, -4.65, 1.77], [-2.44, -4.97, 3.45], [-1.28, -3.92, 2.79], [-4.69, -4.47, 3.52], [-5.46, -2.95, 3.20], [-4.87, -3.99, 1.78]],
  "spin_multiplicity": 2,
  "total_energy_ha": -5870.17578,
  "s_squared": 0.753,
  "charge": -1,
  "e_homo_ev": [-0.31, -6.52]
}

=====

Entry 4:
{
  "formula": "C24H57ClN7O10",
  "method": "ωB97M-V with the def2-TZVPD basis set",
  "symbols": ["Cl", "O", "O", "O", "O", "C", "C", "N", "C", "C", "C", "C", "H", "H", "H", "H", "H", "H", "H", "H", "H", "H", "H", "H", "H", "H", "H", "C", "O", "N", "C", "C", "H", "H", "H", "H", "H", "H", "H", "C", "O", "N", "C", "C", "H", "H", "H", "H", "H", "H", "H", "C", "O", "N", "C", "C", "H", "H", "H", "H", "H", "H", "H", "C", "O", "N", "C", "C", "H", "H", "H", "H", "H", "H", "H", "C", "O", "N", "C", "C", "H", "H", "H", "H", "H", "H", "H", "C", "O", "N", "C", "C", "H", "H", "H", "H", "H", "H", "H"],
  "positions_angstrom": [[0.44, -0.01, 0.41], [1.76, 0.69, 0.41], [-0.14, 0.13, 1.74], [-0.50, 0.60, -0.54], [0.54, -1.33, 0.07], [-2.45, 2.21, 2.35], [-3.70, 2.67, 3.22], [-5.00, 2.45, 2.44], [-5.05, 3.39, 1.32], [-5.55, 4.84, 1.81], [-5.15, 1.02, 2.04], [-6.53, 0.64, 1.52], [-2.05, 3.06, 1.80], [-2.62, 1.40, 1.64], [-1.79, 1.76, 3.08], [-3.83, 2.06, 4.11], [-3.64, 3.71, 3.55], [-4.09, 3.38, 0.79], [-5.88, 3.12, 0.67], [-6.02, 5.43, 1.02], [-6.31, 4.72, 2.58], [-4.76, 5.43, 2.26], [-4.87, 0.34, 2.85], [-4.44, 0.66, 1.29], [-6.65, 0.64, 0.44], [-7.30, 1.30, 1.92], [-6.76, -0.40, 1.71], [2.36, -6.00, 0.05], [1.99, -5.42, 1.15], [1.85, -5.67, -1.20], [2.21, -6.48, -2.37], [0.97, -4.49, -1.38], [2.96, -6.92, 0.08], [2.98, -7.11, -1.92], [2.65, -5.96, -3.22], [1.30, -7.05, -2.58], [0.18, -4.66, -2.12], [0.63, -4.11, -0.42], [1.68, -3.82, -1.85], [4.14, -2.25, 0.06], [4.71, -2.87, 0.98], [4.20, -2.39, -1.33], [3.43, -1.47, -2.11], [4.77, -3.52, -2.09], [3.54, -1.38, 0.38], [3.00, -0.76, -1.42], [2.58, -1.92, -2.62], [4.01, -0.83, -2.77], [4.08, -4.34, -1.87], [4.79, -3.32, -3.16], [5.80, -3.78, -1.84], [-2.73, -2.53, 2.06], [-3.01, -2.96, 3.15], [-3.56, -2.50, 1.04], [-3.22, -1.74, -0.20], [-4.91, -3.02, 1.23], [-1.74, -2.13, 1.81], [-3.96, -0.95, -0.34], [-3.29, -2.48, -1.00], [-2.21, -1.33, -0.24], [-4.97, -3.65, 2.12], [-5.61, -2.22, 1.48], [-5.30, -3.64, 0.43], [0.41, 4.99, 4.48], [-0.09, 4.26, 5.43], [0.81, 4.50, 3.28], [1.52, 5.35, 2.29], [0.93, 3.09, 3.03], [0.42, 6.09, 4.46], [1.46, 6.44, 2.35], [1.19, 5.15, 1.27], [2.57, 5.04, 2.30], [0.38, 2.45, 3.72], [0.56, 2.93, 2.01], [1.98, 2.80, 3.13], [-0.93, -3.45, -4.58], [-0.87, -4.19, -5.56], [-0.22, -2.36, -4.47], [-0.37, -1.28, -3.44], [0.93, -2.08, -5.42], [-1.71, -3.59, -3.82], [-0.81, -0.36, -3.82], [0.60, -0.90, -3.14], [-0.81, -1.73, -2.55], [1.31, -2.92, -6.01], [0.82, -1.20, -6.04], [1.74, -1.81, -4.74], [6.22, 4.84, -0.26], [5.82, 5.70, 0.55], [5.54, 3.77, -0.65], [5.88, 2.89, -1.68], [4.16, 3.71, -0.14], [7.24, 4.92, -0.67], [5.35, 1.94, -1.62], [6.91, 2.54, -1.57], [5.85, 3.27, -2.70], [3.46, 4.50, -0.41], [3.60, 2.82, -0.44], [4.17, 3.64, 0.94]],
  "total_energy_ha": -2544.25467,
  "relative_energy_ev": 1.599,
  "charge": -1,
  "e_homo_ev": -6.14
}

=====

Entry 5:
{
  "formula": "C24H57N",
  "method": "ωB97M-V with the def2-TZVPD basis set",
  "symbols": ["C", "C", "N", "C", "C", "C", "C", "H", "H", "H", "H", "H", "H", "H", "H", "H", "H", "H", "H", "H", "H", "H", "C", "C", "C", "C", "C", "C", "H", "H", "H", "H", "H", "H", "H", "H", "H", "H", "H", "H", "H", "H", "C", "C", "C", "C", "C", "C", "H", "H", "H", "H", "H", "H", "H", "H", "H", "H", "H", "H", "H", "H", "C", "C", "C", "C", "C", "C", "H", "H", "H", "H", "H", "H", "H", "H", "H", "H", "H", "H", "H", "H"],
  "positions_angstrom": [[82.79, 39.16, 3.77], [82.99, 40.67, 3.72], [83.67, 41.12, 2.42], [83.13, 42.50, 1.95], [83.56, 43.50, 2.94], [85.06, 40.89, 2.49], [85.81, 41.10, 1.11], [82.55, 38.73, 2.63], [82.01, 38.84, 4.36], [83.64, 38.78, 4.10], [83.58, 40.85, 4.59], [81.90, 41.03, 3.56], [82.08, 42.35, 1.94], [83.39, 42.66, 0.96], [84.58, 43.71, 2.84], [83.20, 43.28, 4.00], [83.03, 44.22, 2.85], [85.24, 39.85, 2.76], [85.59, 41.33, 3.05], [85.33, 40.63, 0.44], [86.73, 40.61, 0.88], [85.72, 42.10, 1.08], [84.82, 39.92, 5.62], [85.63, 39.76, 4.30], [86.86, 38.80, 4.46], [87.83, 39.08, 5.54], [89.13, 38.13, 5.62], [90.08, 38.45, 4.38], [84.77, 38.69, 6.17], [83.68, 40.09, 5.23], [85.40, 40.47, 6.44], [86.01, 40.91, 4.18], [84.91, 39.51, 3.56], [87.37, 38.96, 3.60], [86.49, 37.84, 4.52], [87.31, 38.90, 6.56], [88.12, 40.18, 5.45], [88.85, 37.10, 5.72], [89.62, 38.40, 6.47], [90.52, 39.50, 4.50], [89.65, 38.46, 3.35], [90.70, 37.74, 4.50], [89.85, 48.32, 7.12], [88.72, 47.56, 6.33], [87.65, 46.90, 7.24], [87.10, 45.68, 6.64], [85.77, 45.20, 7.42], [85.53, 43.75, 7.04], [90.92, 48.31, 6.98], [89.88, 48.05, 8.25], [89.66, 49.56, 7.11], [89.23, 46.79, 5.87], [88.14, 48.21, 5.68], [87.03, 47.72, 7.68], [88.24, 46.47, 8.11], [88.02, 44.90, 6.63], [86.79, 46.03, 5.55], [84.98, 45.89, 7.12], [86.03, 45.23, 8.46], [84.78, 43.26, 7.54], [86.23, 43.14, 7.17], [85.32, 43.72, 5.98], [87.58, 40.27, 12.12], [87.06, 40.22, 10.64], [87.13, 38.73, 9.97], [88.42, 38.11, 9.94], [88.35, 36.70, 9.37], [89.71, 35.96, 9.28], [88.73, 39.98, 12.22], [86.90, 39.66, 12.65], [87.50, 41.11, 12.49], [87.55, 40.84, 9.87], [86.00, 40.54, 10.48], [86.71, 38.98, 8.99], [86.26, 38.42, 10.60], [88.68, 38.06, 10.99], [89.21, 38.71, 9.32], [88.05, 36.73, 8.30], [87.70, 36.17, 10.06], [89.41, 34.89, 9.09], [90.24, 35.94, 10.27], [90.49, 36.26, 8.59]],
  "total_energy_ha": -1002.66054,
  "relative_energy_ev": 10.672,
  "e_homo_ev": -7.79
}